C33H30N3OS | ωB97M-V/def2-TZVPD

Properties
* E_tot: -52054.426 eV
* LUMO: -0.14572 Ha
* molar mass: 516.69 g/mol
* charge: +1
* HOMO: -10.35 eV

Atoms and positions in Å:
C  3.48696  4.11469  -2.49780
C  2.11115  4.23821  -2.71443
C  1.20935  3.70696  -1.78756
C  1.67331  2.98809  -0.68318
C  0.69181  2.49250  0.37819
C  0.97575  3.25172  1.67013
C  0.56485  2.52288  2.92290
N  1.15861  1.18513  2.84658
C  1.49688  0.40705  3.96458
C  1.94501  -0.86071  3.59021
C  2.27083  -1.78960  4.57827
C  2.12523  -1.42925  5.92454
C  1.65768  -0.15566  6.28276
C  1.33632  0.78282  5.29426
S  1.89636  -1.06373  1.85195
C  1.17162  0.52753  1.65269
N  0.70077  1.02087  0.52558
C  3.04881  2.83990  -0.47811
C  3.95514  3.42821  -1.37067
H  4.19246  4.56134  -3.20023
H  1.72354  4.76019  -3.59029
H  0.12979  3.83091  -1.91879
H  -0.31978  2.75345  0.03714
H  2.05012  3.46175  1.73069
H  0.46524  4.21979  1.61159
H  0.96031  3.01887  3.80970
H  -0.53084  2.45816  3.00395
H  2.62615  -2.77234  4.27710
H  2.37479  -2.14639  6.70631
H  1.54098  0.10952  7.33290
H  0.96180  1.77941  5.53818
H  3.41140  2.30244  0.40383
H  5.02581  3.35253  -1.17422
C  -3.11796  0.33448  -6.95071
O  -2.27579  1.14797  -6.10241
C  -2.07032  0.78595  -4.81234
C  -2.72613  -0.29756  -4.17372
C  -2.33742  -0.67192  -2.90056
C  -1.29174  -0.01448  -2.18364
C  -0.83817  -0.45951  -0.89833
C  -1.05416  -1.78536  -0.51911
C  -1.18205  -2.30221  0.84170
C  -1.21071  -1.69570  2.08615
C  -1.23975  -2.50789  3.22858
C  -1.35212  -3.90495  3.12432
C  -1.43123  -4.52670  1.86647
C  -1.34351  -3.70078  0.75536
N  -1.38127  -4.04562  -0.60231
C  -1.57773  -5.38628  -1.12354
C  -1.22464  -2.93029  -1.36133
C  -0.71695  1.11885  -2.82908
C  -1.09836  1.52447  -4.08611
H  -3.01688  0.79798  -7.93247
H  -2.77367  -0.70868  -6.98702
H  -4.16491  0.37400  -6.62073
H  -3.51577  -0.84877  -4.69114
H  -2.84055  -1.52267  -2.44554
H  -0.29223  0.23572  -0.22030
H  -1.23975  -0.60717  2.13870
H  -1.16809  -2.04659  4.21376
H  -1.38812  -4.50943  4.03062
H  -1.54480  -5.60181  1.74015
H  -1.56865  -6.08925  -0.28759
H  -2.53627  -5.47064  -1.65550
H  -0.77666  -5.64038  -1.82954
H  -1.22514  -2.98461  -2.44582
H  0.08070  1.65348  -2.31441
H  -0.64740  2.38916  -4.57134

***

C2H6N4O2 | ωB97M-V/def2-TZVPD

Properties
* E_tot: -12220.508 eV
* LUMO: 0.02222 Ha
* molar mass: 118.10 g/mol
* charge: 0
* SMILES: N/N=C(/C=N/O)NO
* HOMO: -8.41 eV

Atoms and positions in Å:
N  1.14333  -2.10582  0.69159
N  1.02735  -1.06181  -0.17305
C  0.08343  -0.20051  0.09633
C  -0.27454  0.88241  -0.76779
N  0.38094  1.38623  -1.77717
O  -0.30269  2.34019  -2.40356
N  -0.51630  -0.20318  1.34128
O  -1.80771  0.37560  1.42432
H  1.60680  -2.95669  0.30120
H  1.96962  -1.74185  1.39721
H  -1.30035  1.17999  -0.64354
H  0.16993  2.22853  -3.48480
H  -0.48281  -1.09191  1.76703
H  -1.69699  0.96883  2.23095